Entry 1:
A structure of composition C7H14FI2N5O4 at a distorted geometry, computed with ωB97M-V/def2-TZVPD.

Geometry (Å):
C1 -2.89619 2.72137 1.57959
C2 -2.35757 1.51737 0.65310
I1 -3.47246 -0.33808 0.66634
C3 -1.17951 1.76135 -0.12984
I2 -0.46786 0.15278 -1.39507
N1 -0.55186 3.09020 0.03517
C4 0.64518 2.89848 0.91557
C5 -0.22584 3.72565 -1.23488
O1 0.95662 3.98028 -1.58506
O2 -1.28651 4.14607 -2.14652
F1 -1.35727 5.51249 -1.95463
H1 -3.66964 2.37170 2.33604
H2 -3.40641 3.50290 0.90102
H3 -2.04108 3.20397 2.18741
H4 1.50356 2.40103 0.32378
H5 0.96093 3.89570 1.38735
H6 0.34692 2.12671 1.71415
C6 0.24132 -2.18183 2.53175
O3 -0.58656 -1.54159 3.16679
N2 0.96320 -3.19164 3.08143
N3 0.50978 -1.93969 1.22716
H7 1.64632 -3.72836 2.57850
H8 0.79265 -3.40284 4.05080
H9 -0.00601 -1.19675 0.78204
H10 1.18634 -2.45403 0.68694
C7 1.82854 -3.23727 -2.30716
O4 2.08549 -2.90319 -1.15878
N4 2.63048 -2.92992 -3.35477
N5 0.71851 -3.94401 -2.63224
H11 2.43720 -3.19453 -4.30346
H12 3.46611 -2.40462 -3.15452
H13 0.09569 -4.19224 -1.88041
H14 0.48994 -4.22744 -3.56762

Forces on the atoms, in the same order (eV/Å):
-0.09 -0.29 -0.16
2.36 1.81 -0.95
0.84 1.41 0.05
-4.32 -0.35 2.07
0.05 1.40 0.23
0.43 -1.45 -2.17
1.00 -0.55 0.43
4.56 0.92 -0.74
-4.89 -0.86 1.60
0.60 -2.32 1.43
0.02 1.16 0.22
1.01 0.20 -1.13
0.97 -1.16 1.08
-1.30 -0.77 -1.23
-1.19 1.06 0.90
-0.41 -1.56 -0.84
0.32 1.46 -1.06
-0.30 0.41 -0.17
0.04 -0.04 0.09
0.25 -0.58 0.67
-0.07 0.13 -0.17
-0.07 0.10 -0.02
0.04 0.04 -0.19
0.17 -0.27 0.16
-0.01 0.09 -0.17
0.03 0.00 0.12
0.02 0.00 0.02
0.59 0.32 -0.23
-0.63 -0.30 0.21
-0.01 0.01 0.10
-0.15 -0.09 -0.06
0.09 0.03 -0.15
0.04 0.04 0.07

Summary:
2S+1 ... 1
HOMO ... -8.8361 eV
Frontier orbital gap ... 8.45 eV



Entry 2:
A structure of composition C7H14I2NO2 at a distorted geometry, computed with ωB97M-V/def2-TZVPD.

Geometry (Å):
C1 -0.26339 0.03910 -3.78658
C2 -0.05208 -0.86329 -2.59934
C3 1.26185 -0.56756 0.08028
C4 0.29292 0.70283 3.88919
C5 -0.89314 -0.43406 -1.37061
C6 -0.45722 1.30177 0.35802
C7 -1.20416 0.41162 2.00708
N1 0.14961 0.23641 -0.52299
O1 0.87153 0.18383 -2.93316
O2 -0.20506 -0.07407 2.74674
I1 0.85466 2.98011 0.85095
I2 -2.51017 1.81794 2.85028
H1 -0.23357 -0.40253 -4.84667
H2 -0.86111 0.85158 -3.73993
H3 0.32033 -1.79572 -2.86247
H4 1.56724 0.05935 0.82602
H5 1.01698 -1.42897 0.61646
H6 1.88100 -0.79332 -0.84744
H7 1.27456 0.38750 3.83647
H8 -0.26590 0.42819 4.81556
H9 0.09029 1.69527 3.98090
H10 -1.28542 -1.17768 -0.73405
H11 -1.68106 0.27616 -1.42058
H12 -1.47817 1.70782 -0.06156
H13 -1.59823 -0.59220 1.59829
H14 0.47867 0.95336 -1.21370

Forces on the atoms, in the same order (eV/Å):
1.60 -3.49 -1.27
-2.40 3.62 -1.05
-0.19 0.25 -4.06
-1.84 -3.23 0.79
2.47 -1.06 0.89
-3.44 -0.63 3.35
1.19 -1.02 -3.44
-1.54 3.02 0.16
0.31 -0.45 -0.71
0.20 1.45 1.47
-0.69 -1.16 -0.40
-0.38 -0.15 -0.17
0.80 0.68 1.72
-2.24 2.30 0.40
0.29 -1.89 0.38
2.15 1.74 1.46
-1.34 -1.59 0.23
0.01 0.30 1.88
2.18 0.03 0.87
0.67 -0.99 -0.57
0.03 3.17 -1.34
-0.40 -1.55 0.21
-0.52 0.65 -1.26
2.38 -0.70 0.37
-0.54 2.09 0.02
1.22 -1.37 0.08

Summary:
2S+1 ... 1
Charge ... +1
HOMO ... -12.3577 eV
Energy relative to the best compared isomer or geometry (same formula, charge and spin) ... 83.3 kcal/mol
Frontier orbital gap ... 9.17 eV



Entry 3:
The ion C7H14N with charge +1 at a distorted geometry, computed with ωB97M-V/def2-TZVPD.

Geometry (Å):
C1 -0.64545 0.06269 0.20462
C2 -2.01489 -0.20122 0.36353
C3 0.56574 -0.55698 0.15928
C4 -0.71970 1.62121 0.09495
C5 -3.16228 -0.42976 -0.47007
C6 0.69586 -2.05063 0.22626
C7 2.39287 0.95812 -0.54177
N1 1.73650 0.11017 0.51616
H1 -1.64615 1.98175 0.34457
H2 -0.50304 2.06533 -0.79771
H3 -0.10482 2.01369 0.94555
H4 -2.96503 -0.14798 -1.45537
H5 -4.15564 -0.06015 -0.19538
H6 -3.38721 -1.55819 -0.19019
H7 -0.16126 -2.57384 0.52195
H8 1.41540 -2.30188 1.02795
H9 1.16766 -2.42284 -0.68995
H10 1.54052 1.57528 -0.90759
H11 3.13637 1.67619 -0.05939
H12 2.64269 0.18529 -1.27929
H13 1.65821 0.58207 1.46574
H14 2.51365 -0.52836 0.71617

Forces on the atoms, in the same order (eV/Å):
-1.09 1.15 -1.24
1.40 -0.11 1.20
-3.22 -2.33 0.11
1.56 -1.70 3.61
-0.43 -1.43 1.39
2.46 0.65 0.06
-1.53 1.61 0.42
3.04 1.91 2.30
-2.66 0.74 0.74
1.04 0.59 -2.58
-0.23 -0.04 -0.84
-0.05 -0.50 -2.10
0.41 0.45 0.67
0.86 1.55 -1.03
-1.53 -0.62 -0.13
-0.09 -0.01 -0.12
-0.48 -0.37 0.04
1.09 -0.37 -0.18
-0.47 -1.47 -0.98
0.69 0.92 -0.08
-0.08 -0.01 -1.37
-0.67 -0.62 0.12

Summary:
2S+1 ... 1
Charge ... +1
HOMO ... -11.3850 eV
Energy relative to the best compared isomer or geometry (same formula, charge and spin) ... 112.5 kcal/mol
Frontier orbital gap ... 7.61 eV



Entry 4:
The ion C7H14N with charge +1 at a distorted geometry, computed with ωB97M-V/def2-TZVPD.

Geometry (Å):
C1 2.84104 -0.40210 1.03417
C2 1.80568 -1.12289 0.61124
C3 0.34612 -1.17676 1.16713
C4 -0.02066 -1.30982 2.41165
C5 -0.53412 -0.92640 -0.05022
C6 -0.08325 0.41934 -0.64316
C7 -0.82373 1.24378 -1.61648
N1 -2.37569 1.57068 -1.32946
H1 2.53630 0.42447 1.75080
H2 3.88072 -0.62317 0.79783
H3 2.03480 -1.91719 -0.12801
H4 0.79083 -1.55000 3.19814
H5 -0.98595 -1.21832 2.79357
H6 -0.29442 -1.74174 -0.82603
H7 -1.61678 -0.91741 0.10372
H8 0.88114 0.11824 -1.25586
H9 0.52620 1.04912 0.17442
H10 -0.65091 0.83932 -2.60388
H11 -0.33992 2.29386 -1.59287
H12 -2.42533 1.77808 -0.35383
H13 -3.04759 0.80644 -1.63464
H14 -2.44448 2.36246 -2.00824

Forces on the atoms, in the same order (eV/Å):
-1.62 1.10 1.46
-0.10 -2.07 0.85
1.62 1.03 -3.05
3.11 -0.69 2.12
-0.20 -0.48 -1.04
4.61 -0.03 1.14
0.37 2.05 0.25
1.60 -1.31 -3.18
1.09 -1.02 -0.64
-0.36 0.40 -0.25
-0.37 0.33 0.37
-1.39 0.61 -1.35
-1.61 -0.09 0.21
-0.62 1.01 1.13
0.04 -0.29 0.45
-1.75 0.78 0.88
-2.08 -1.01 -1.45
-1.05 0.03 -0.43
-0.96 -1.60 -0.20
-0.57 0.58 0.71
1.07 1.07 0.72
-0.85 -0.39 1.31

Summary:
2S+1 ... 1
Charge ... +1
HOMO ... -12.4904 eV
Energy relative to the best compared isomer or geometry (same formula, charge and spin) ... 58.5 kcal/mol
SMILES string ... C=CC(=C)CCC[NH3+]
Frontier orbital gap ... 8.65 eV



Entry 5:
A cluster of 2 separate species, C7H14N in total at a distorted geometry, computed with ωB97M-V/def2-TZVPD.

Geometry (Å):
C1 1.74700 -1.12755 -3.14768
C2 0.91751 -0.17256 -2.27174
C3 -0.37161 -0.48113 -1.98116
N1 -1.15494 0.35522 -1.01439
H1 1.14820 -2.02450 -3.41218
H2 2.26728 -0.70906 -4.01230
H3 2.51930 -1.48928 -2.45870
H4 1.38711 0.68298 -1.81276
H5 -0.90489 -1.35913 -2.34978
H6 -0.68587 1.28500 -0.92570
H7 -2.14531 0.52597 -1.34128
H8 -1.18627 -0.10316 -0.11387
C4 -2.03338 0.56004 1.68399
C5 -0.69053 0.75757 1.80823
C6 0.15349 0.01546 2.76530
C7 1.50319 0.14624 2.76289
H9 -2.57232 -0.06047 2.39237
H10 -2.63171 1.00344 0.86844
H11 -0.22122 1.64067 1.36088
H12 -0.33598 -0.55727 3.56295
H13 2.09287 -0.37235 3.49325
H14 1.99939 0.86219 2.13044

Forces on the atoms, in the same order (eV/Å):
-0.47 -0.24 1.29
-1.79 -1.56 -0.66
1.51 0.57 -0.32
-0.08 0.65 -2.50
0.32 0.73 -0.10
-0.41 0.22 0.16
0.14 -0.05 -0.24
0.14 0.27 -0.06
0.15 0.39 0.14
-0.53 -0.88 0.18
1.28 -0.26 0.33
-0.10 -0.01 0.88
0.97 0.25 -0.13
-1.31 0.07 1.19
1.09 0.72 0.22
-1.86 0.05 0.35
0.11 -0.31 -0.30
0.23 0.26 0.96
0.08 -0.56 -0.55
0.13 -0.09 -0.61
0.25 -0.17 0.13
0.14 -0.05 -0.37

Summary:
2S+1 ... 1
Charge ... +1
HOMO ... -12.6345 eV
Energy relative to the best compared isomer or geometry (same formula, charge and spin) ... 45.9 kcal/mol
Frontier orbital gap ... 9.35 eV



Entry 6:
The ion C7H14N with charge +1 at a distorted geometry, computed with ωB97M-V/def2-TZVPD.

Geometry (Å):
C1 -0.50712 -0.06059 -1.69359
C2 0.18068 -0.36889 0.59621
C3 0.42747 0.25985 1.91192
C4 -1.03664 0.81186 -2.73286
C5 -0.16011 -1.42977 -2.07686
C6 -0.31831 1.49186 2.13590
C7 1.52626 -0.29720 2.68271
N1 -0.38767 0.36581 -0.53614
H1 1.15964 -1.01653 0.29537
H2 -0.62657 -1.13537 0.48735
H3 -0.84526 0.28487 -3.81823
H4 -2.15895 0.63520 -2.83493
H5 -0.77586 1.80612 -2.65025
H6 -0.98073 -1.99554 -2.38538
H7 0.55940 -1.40608 -2.96052
H8 0.37568 -2.08458 -1.31967
H9 -0.20049 2.06442 1.18374
H10 -0.19341 2.11304 2.97757
H11 -1.39205 1.19979 2.18740
H12 1.49455 -0.03014 3.84579
H13 2.40476 0.20699 2.18243
H14 1.45473 -1.41510 2.52206

Forces on the atoms, in the same order (eV/Å):
0.31 -1.39 -0.42
1.30 -2.84 -2.60
-0.70 1.04 -1.44
-2.45 -3.82 -4.17
3.55 -1.47 -0.51
-0.80 -0.60 -0.96
-0.73 -0.29 2.38
0.84 3.34 3.34
-1.98 1.46 0.75
0.58 -0.29 1.81
0.39 1.77 2.48
1.04 0.72 0.81
0.41 2.00 -0.02
-1.60 -0.75 -0.69
-0.97 0.01 0.96
-0.72 1.06 -0.63
-0.41 -0.30 0.31
0.94 0.32 1.16
0.32 0.11 -0.56
0.16 -0.46 -2.71
-0.37 -0.77 0.51
0.89 1.15 0.19

Summary:
2S+1 ... 1
Charge ... +1
HOMO ... -13.3952 eV
Energy relative to the best compared isomer or geometry (same formula, charge and spin) ... 71.1 kcal/mol
Frontier orbital gap ... 7.52 eV



Entry 7:
A cluster of 2 separate species, C7H14N2 in total at a distorted geometry, computed with ωB97M-V/def2-TZVPD.

Geometry (Å):
C1 1.15235 -1.55163 0.33888
C2 1.75838 -0.21710 0.54507
C3 1.73979 0.64544 1.59295
N1 2.48874 1.72048 1.20250
C4 2.92499 1.46920 -0.05227
N2 2.50208 0.33055 -0.47859
H1 1.05180 -1.79348 -0.71347
H2 0.16835 -1.61384 0.80500
H3 1.62372 -2.39926 0.82439
H4 1.25672 0.65204 2.55419
H5 2.79890 2.48000 1.78180
H6 3.53869 2.12912 -0.64151
C5 -2.65874 -0.75863 0.31927
C6 -2.40038 -0.42756 -1.17526
C7 -1.29640 0.61679 -1.34489
H7 -2.70881 0.19933 0.83277
H8 -1.86243 -1.37170 0.71668
H9 -3.59230 -1.31072 0.41097
H10 -2.07922 -1.34740 -1.66992
H11 -3.35893 -0.12928 -1.59450
H12 -0.36496 0.43538 -0.80404
H13 -1.07425 0.62488 -2.41538
H14 -1.60810 1.61737 -1.03465

Forces on the atoms, in the same order (eV/Å):
-1.02 -0.59 0.63
0.32 -0.35 -0.53
-0.24 0.01 0.54
0.44 0.63 0.01
0.38 0.57 -0.09
-0.24 -0.89 -0.40
0.03 0.15 -0.13
-0.23 0.29 -0.23
0.84 0.06 0.02
-0.02 -0.24 0.00
-0.19 0.05 0.02
0.06 0.24 0.21
-0.11 0.32 -1.14
0.48 -0.57 1.39
-0.35 0.14 -0.65
-0.14 -0.14 0.45
0.19 0.01 0.25
-0.08 0.07 0.25
-0.16 0.02 -0.16
0.15 0.27 -0.36
-0.21 -0.43 -0.03
0.29 0.42 0.09
-0.20 -0.03 -0.12

Summary:
2S+1 ... 1
HOMO ... -8.6735 eV
Energy relative to the best compared isomer or geometry (same formula, charge and spin) ... 5.2 kcal/mol
SMILES string ... Cc1c[nH]cn1.CCC
Frontier orbital gap ... 9.58 eV



Entry 8:
The ion C7H14N2 with charge +2 at a distorted geometry, computed with ωB97M-V/def2-TZVPD.

Geometry (Å):
C1 1.53673 -2.74619 -0.87417
C2 0.93383 -2.15611 0.28491
N1 0.90944 -0.87805 0.55934
C3 0.41572 -0.31003 1.73049
C4 1.42775 0.08188 -0.43141
C5 0.94221 1.28379 -0.63116
N2 -0.28734 1.92757 -0.29429
C6 -1.40498 1.40478 -0.59348
C7 -2.70265 2.11959 -0.66813
H1 2.42395 -3.08121 -0.46344
H2 1.00874 -3.69016 -0.98924
H3 1.60979 -2.12662 -1.75253
H4 0.63145 -2.89314 1.04555
H5 0.86273 -0.83059 2.62920
H6 0.65278 0.71998 1.80831
H7 -0.64873 -0.43465 1.90272
H8 2.27574 -0.23933 -0.97464
H9 1.54644 1.89129 -1.25161
H10 -0.08372 3.05928 -0.25958
H11 -1.38951 0.41131 -1.00069
H12 -3.37721 1.56584 -0.05985
H13 -3.07849 2.03834 -1.75156
H14 -2.62762 3.19539 -0.36365

Forces on the atoms, in the same order (eV/Å):
-2.30 0.02 -0.61
0.17 0.93 1.38
0.59 -0.82 -3.54
-0.71 -0.88 4.23
-1.22 -1.19 1.60
0.14 0.10 -0.38
2.63 3.40 -0.20
-2.03 1.05 -1.01
1.02 1.07 -1.23
2.71 -0.72 0.46
-0.13 -0.09 -0.79
0.20 -0.19 -0.28
-0.18 0.81 0.07
-0.24 0.63 -0.92
0.36 0.77 0.03
-0.31 -0.05 -0.47
0.86 -0.11 -0.24
0.43 0.69 -0.67
-1.47 -3.42 0.44
0.15 -0.69 0.34
-0.97 -0.34 0.55
0.50 0.06 1.44
-0.18 -1.02 -0.21

Summary:
2S+1 ... 1
Charge ... +2
HOMO ... -18.7977 eV
Energy relative to the best compared isomer or geometry (same formula, charge and spin) ... 26.3 kcal/mol
SMILES string ... C\C=[N+](C)/C=C\[NH+]=C\C
Frontier orbital gap ... 10.00 eV



Entry 9:
A cluster of 2 separate species, C7H14N2O in total at a distorted geometry, computed with ωB97M-V/def2-TZVPD.

Geometry (Å):
C1 -0.35407 2.11272 -0.49653
C2 -0.78650 0.67958 -0.29768
C3 0.50773 -0.41646 -0.93746
C4 0.39167 -0.48912 -2.45699
N1 1.80781 -0.01768 -0.55374
C5 0.19075 -1.76834 -0.37420
O1 -0.90764 -2.26844 -0.29248
H1 -1.16626 2.69877 -0.92430
H2 0.48898 2.29224 -1.17281
H3 -0.01449 2.59661 0.41844
H4 -1.57919 0.38997 -0.98840
H5 -1.35539 0.54118 0.61911
H6 1.03838 -1.27011 -2.85077
H7 -0.63356 -0.71297 -2.74459
H8 0.67312 0.46264 -2.90794
H9 1.89952 0.10151 0.46480
H10 2.10522 0.83671 -1.01022
H11 1.07332 -2.31506 -0.02212
C6 -0.96480 -0.81459 2.88217
C7 0.13037 -0.01676 2.36868
N2 1.19210 0.42699 2.24874
H12 -1.79673 -0.16886 3.16210
H13 -1.31178 -1.50501 2.11254
H14 -0.62855 -1.37553 3.75367

Forces on the atoms, in the same order (eV/Å):
0.14 0.65 -0.05
0.89 -1.47 -2.67
-2.29 1.57 1.55
-0.46 0.28 0.20
0.86 0.02 0.50
-0.31 -0.33 0.20
0.17 0.30 -0.09
-0.12 0.16 0.19
-0.11 -0.53 -0.17
-0.21 -0.09 0.23
0.01 0.34 -0.44
0.95 -0.43 0.53
0.15 0.00 0.02
-0.02 -0.04 -0.02
0.06 0.04 0.00
-0.01 0.02 -0.81
-0.06 -0.16 0.03
0.34 -0.24 0.13
-0.81 0.01 -0.31
1.92 -0.17 1.06
-1.11 0.04 -0.10
-0.02 -0.06 0.04
-0.01 -0.01 0.03
0.06 0.09 -0.06

Summary:
2S+1 ... 1
HOMO ... -8.8518 eV
Energy relative to the best compared isomer or geometry (same formula, charge and spin) ... 41.6 kcal/mol
SMILES string ... CC[C@@](C)(N)C=O.CC#N
Frontier orbital gap ... 9.64 eV



Entry 10:
An isolated molecule of C7H14N2O at a distorted geometry, computed with ωB97M-V/def2-TZVPD.

Geometry (Å):
C1 1.39976 0.03729 1.44811
C2 0.43541 0.50363 0.56114
C3 0.02841 1.94389 0.75401
N1 -0.36041 2.23874 2.02238
O1 0.14851 2.79336 -0.11415
C4 0.08450 -0.10511 -0.75914
C5 1.27235 -0.66180 -1.49699
C6 -0.99395 0.46891 -1.65462
C7 -0.90673 -1.13745 0.45095
N2 -0.90760 -2.48521 -0.05533
H1 1.87865 0.68660 2.17286
H2 1.71195 -0.99910 1.45083
H3 -0.36382 1.53735 2.74819
H4 -0.51717 3.20967 2.24849
H5 1.03658 -0.94296 -2.52812
H6 2.09308 0.06940 -1.45815
H7 1.67948 -1.57510 -1.04111
H8 -1.77772 1.01114 -1.12127
H9 -1.52846 -0.33972 -2.17681
H10 -0.55426 1.15455 -2.38520
H11 -0.82152 -1.24062 1.53163
H12 -1.90417 -0.70629 0.33938
H13 -0.01244 -2.93687 0.10993
H14 -1.12043 -2.52432 -1.04702

Forces on the atoms, in the same order (eV/Å):
-1.47 0.71 -1.23
3.13 1.80 -0.10
0.72 0.31 0.40
-0.27 0.20 0.10
-0.37 -0.40 0.06
-1.42 -0.66 3.90
0.19 -1.02 0.26
-0.07 0.21 0.19
-1.11 -1.68 -2.62
-0.27 -0.50 0.06
-0.43 -0.04 0.07
0.28 0.04 -0.34
0.01 0.19 -0.24
0.00 -0.17 0.05
-0.03 0.27 0.08
-0.30 -0.07 -0.19
-0.13 0.15 0.07
0.26 0.10 0.12
0.34 0.04 -0.07
-0.11 -0.14 0.01
1.11 0.58 -0.22
0.04 0.06 -0.36
-0.20 0.06 -0.13
0.12 -0.05 0.14

Summary:
2S+1 ... 1
HOMO ... -7.6289 eV
Energy relative to the best compared isomer or geometry (same formula, charge and spin) ... 62.1 kcal/mol
SMILES string ... C=C(C(N)=O)C(C)(C)CN
Frontier orbital gap ... 8.35 eV